122
Properties=species:S:1:pos:R:3 method="wB97M-V/def2-TZVPD" total_charge=0 fmax_ha_per_bohr=0.276 homo_lumo_gap_ev=8.7 e_homo_ev=-9.024 lumo_energy_ev=-0.37
C 2.39415 1.50918 -3.94658
O 1.35334 2.34731 -3.72789
C 0.17727 1.75544 -3.55201
O -0.11232 0.54305 -3.76100
O -0.69245 2.67404 -3.22833
C -1.99873 2.53913 -2.90419
H 3.32666 2.07231 -3.90887
H 2.16708 1.06921 -4.91764
H 2.44190 0.69677 -3.22146
H -2.41041 1.71317 -2.32417
H -2.59037 2.66235 -3.81132
H -2.21028 3.41504 -2.29090
C 1.90915 4.55877 4.04184
O 1.26419 3.55908 3.16137
C 1.04735 2.30191 3.60509
O 1.41608 1.76841 4.68791
O 0.32088 1.66827 2.59555
C 0.10660 0.22732 2.78687
H 2.85803 4.96467 3.69116
H 1.93840 4.11826 5.03843
H 1.34548 5.48809 4.12394
H -0.21002 -0.24312 1.85598
H -0.62274 0.03740 3.57433
H 1.01220 -0.28581 3.11045
C 2.34452 -2.65911 -1.29495
O 3.26668 -1.61468 -1.36060
C 2.94265 -0.36985 -1.05652
O 1.73932 0.11122 -0.69424
O 4.02535 0.36607 -1.16586
C 3.89800 1.79008 -1.20818
H 1.99520 -3.07307 -2.24083
H 1.53489 -2.37968 -0.62077
H 2.87371 -3.51625 -0.87857
H 3.52311 2.12906 -2.17391
H 4.86473 2.28556 -1.11862
H 3.22738 2.15210 -0.42888
C -3.53287 -1.32747 -3.87151
O -3.84019 0.05593 -3.49847
C -3.65603 0.49187 -2.25497
O -3.17923 -0.26430 -1.42054
O -3.94016 1.73676 -2.17423
C -3.63634 2.42417 -0.90803
H -4.12045 -2.08221 -3.34880
H -2.47407 -1.58379 -3.83511
H -3.85768 -1.34177 -4.91189
H -2.56961 2.59561 -0.76374
H -4.15548 1.90688 -0.10117
H -4.00718 3.44635 -0.83246
C -2.56722 0.80423 1.12241
O -3.74521 1.40222 1.67556
C -4.06645 1.16739 3.02108
O -3.41926 0.41698 3.73311
O -5.00873 2.09408 3.37625
C -5.92235 2.75796 2.48946
H -1.73368 0.74335 1.82214
H -2.11927 1.42101 0.34329
H -2.66867 -0.23613 0.81344
H -5.37274 3.50501 1.91680
H -6.74004 3.22243 3.04059
H -6.34113 2.02621 1.79861
C 1.06040 1.82972 -0.08827
O 0.91975 3.22658 -0.19482
C -0.29865 3.80986 -0.62258
O -1.35392 3.29870 -0.86130
O -0.00690 5.20446 -0.74808
C -0.88321 6.03995 -1.50628
H 0.17102 1.43639 0.40405
H 1.81133 1.60743 0.66988
H 1.37300 1.37108 -1.02638
H -0.68384 5.88191 -2.56618
H -0.66495 7.07303 -1.23578
H -1.90548 5.72910 -1.29080
C 3.84204 -1.39251 -4.37101
O 2.58532 -1.70918 -3.72395
C 1.35903 -1.40700 -4.23995
O 1.15461 -0.67232 -5.23262
O 0.48675 -2.05108 -3.44295
C -0.94389 -1.96866 -3.59398
H 4.66501 -1.48619 -3.66247
H 3.83310 -0.39277 -4.80523
H 3.91775 -2.09076 -5.20457
H -1.10570 -2.67364 -4.40941
H -1.16989 -0.96224 -3.94632
H -1.55080 -2.12590 -2.70235
C 1.51830 -5.13992 4.66014
O 0.43979 -4.96987 3.76619
C 0.63300 -4.73656 2.40811
O 1.74169 -4.87456 1.83383
O -0.51413 -4.30690 1.89148
C -0.66222 -3.94809 0.54570
H 2.27081 -5.89774 4.44209
H 1.07953 -5.38006 5.62860
H 1.91486 -4.12538 4.69957
H -0.40375 -4.81813 -0.05788
H 0.08504 -3.18449 0.32979
H -1.70211 -3.67379 0.36829
C 5.21111 -2.07907 4.13507
O 4.57172 -1.81151 2.86793
C 3.22221 -2.09997 2.77130
O 2.58504 -2.59118 3.68793
O 2.78715 -1.84380 1.46555
C 1.38113 -1.98394 1.23988
H 5.55425 -3.10718 4.25052
H 4.58070 -1.92259 5.01040
H 6.00110 -1.33604 4.24424
H 1.15351 -1.95841 0.17422
H 0.65511 -1.29234 1.66728
H 1.06939 -2.90108 1.73967
C -1.84620 -2.04763 2.82475
N -2.71955 -2.51935 1.62565
O -2.99907 -3.74413 1.48840
O -3.02560 -1.65136 0.84452
H -0.95181 -1.74542 2.27995
H -1.79515 -2.90613 3.49443
H -2.13535 -1.12940 3.33599
C -0.57307 -0.19332 -1.23575
N -0.42124 -0.86629 0.02033
O -0.09935 -2.03314 -0.05888
O -0.89386 -0.33071 0.95991
H -1.29697 -0.86529 -1.69675
H 0.30166 -0.05486 -1.87119
H -1.12248 0.72924 -1.04836



99
Properties=species:S:1:pos:R:3 method="wB97M-V/def2-TZVPD" total_charge=0 fmax_ha_per_bohr=0.015 homo_lumo_gap_ev=8.7 e_homo_ev=-8.707 lumo_energy_ev=-0.05
C -4.33357 -4.18562 -0.08605
C -4.60803 -5.18230 -1.21712
C -3.60683 -6.32803 -1.34041
C -2.12713 -5.94768 -1.25577
C -1.68678 -4.80748 -2.22073
C -0.88155 -3.73729 -1.52496
C 0.28361 -4.06557 -0.87567
C 1.04368 -3.10842 -0.17394
C 0.61322 -1.81166 -0.15790
C -0.55450 -1.41843 -0.83557
N -0.91951 -0.09974 -0.80503
C -2.01743 0.18504 -1.44283
C -2.77652 -0.77518 -2.13713
N -2.45340 -2.03423 -2.20315
C -1.31709 -2.38057 -1.52479
H -4.83907 -4.44730 0.83964
H -4.70761 -3.20844 -0.37639
H -3.27862 -4.05207 0.13075
H -5.57508 -5.63364 -1.00249
H -4.73532 -4.65643 -2.15588
H -3.82006 -7.11015 -0.61707
H -3.75680 -6.79467 -2.31643
H -1.89773 -5.65544 -0.23432
H -1.54308 -6.83535 -1.47979
H -2.51954 -4.36395 -2.74610
H -1.02424 -5.26181 -2.95264
H 0.64502 -5.08485 -0.87033
H 1.93129 -3.41964 0.34648
H 1.17673 -1.06524 0.38126
H -2.34899 1.21263 -1.44375
H -3.67053 -0.45156 -2.65146
C 1.46773 -1.70132 4.74146
O 0.95617 -2.07989 3.47802
C 0.08881 -3.19826 3.48382
C -1.36859 -2.88147 3.84630
C -1.60123 -2.64283 5.33494
N -1.88970 -1.73830 3.09033
H 1.64224 -2.57127 5.38129
H 0.80096 -1.00115 5.25038
H 2.41903 -1.19648 4.57304
H 0.09890 -3.57395 2.45703
H 0.49723 -3.99345 4.12243
H -1.95659 -3.75936 3.56148
H -1.25919 -1.65685 5.64835
H -2.66584 -2.69878 5.56085
H -1.08837 -3.39256 5.94130
H -1.84590 -1.94557 2.09552
H -1.24189 -0.96426 3.21252
C -2.12284 7.22825 -3.36029
O -1.40280 6.03967 -3.09663
C -1.49174 5.56461 -1.76362
C -2.74460 4.73254 -1.46201
C -4.01285 5.56241 -1.29315
N -2.98244 3.69667 -2.47503
H -2.12060 7.89797 -2.49550
H -3.15322 7.01611 -3.65635
H -1.63206 7.73211 -4.19318
H -0.61929 4.91706 -1.63284
H -1.38143 6.39195 -1.05352
H -2.55918 4.22559 -0.50972
H -4.40953 5.90100 -2.24993
H -4.79103 4.96572 -0.81711
H -3.82944 6.43834 -0.66798
H -2.17467 3.08078 -2.50636
H -2.97802 4.15101 -3.38462
C 3.59092 -3.91569 -2.63894
O 4.04549 -4.00849 -1.29988
C 5.44154 -4.17196 -1.14362
C 6.25198 -2.86978 -1.21840
C 6.42995 -2.33039 -2.63410
N 5.68532 -1.81345 -0.37393
H 4.18128 -4.54131 -3.31428
H 3.60663 -2.88006 -2.98562
H 2.55593 -4.25601 -2.66275
H 5.57155 -4.59287 -0.14279
H 5.81990 -4.91707 -1.85603
H 7.24852 -3.10246 -0.83141
H 5.52684 -1.84489 -3.00228
H 7.22447 -1.58488 -2.65289
H 6.69925 -3.12721 -3.33049
H 5.67578 -2.12459 0.59341
H 4.70263 -1.71564 -0.61724
C 2.27033 6.85165 3.68015
O 2.41708 7.66145 2.52856
C 2.58456 6.96174 1.31114
C 1.28016 6.48028 0.66102
C 0.66880 5.25641 1.33724
N 0.27037 7.54229 0.59187
H 2.87085 5.94036 3.60899
H 1.22448 6.58800 3.85438
H 2.61727 7.43149 4.53505
H 3.05768 7.67556 0.63166
H 3.28907 6.13028 1.44449
H 1.53012 6.19580 -0.36586
H 0.16797 5.51338 2.27033
H -0.07902 4.80106 0.68820
H 1.42817 4.50228 1.55213
H 0.63690 8.31573 0.04349
H 0.16466 7.92800 1.52675



119
Properties=species:S:1:pos:R:3 method="wB97M-V/def2-TZVPD" total_charge=0 fmax_ha_per_bohr=0.376 homo_lumo_gap_ev=5.3 e_homo_ev=-5.682 lumo_energy_ev=-0.36
C 1.27720 -5.89027 0.85747
C 1.06804 -4.41833 1.21755
O 1.49795 -3.50504 0.53605
N 0.38207 -4.17984 2.29735
C 0.13284 -2.80602 2.77212
H 0.93475 -6.19062 -0.13279
H 0.81749 -6.52392 1.61593
H 2.32440 -6.16592 0.98191
H -0.05808 -4.93869 2.79787
H -0.62304 -2.36772 2.12048
H 1.00879 -2.15763 2.79223
H -0.24320 -2.78323 3.79494
C -2.68577 -0.46591 1.98026
C -4.04183 -0.76896 2.58510
O -4.11979 -0.88353 3.78656
N -5.08551 -0.94956 1.74437
C -6.42920 -1.40100 2.09036
H -2.83014 -0.24317 0.92308
H -2.02340 -1.31962 2.12363
H -2.27548 0.43317 2.44006
H -4.96440 -0.62190 0.79670
H -7.16499 -1.23740 1.30299
H -6.79150 -0.82136 2.93940
H -6.38899 -2.46075 2.34218
C -2.22036 2.42958 -0.47687
C -2.33582 2.39298 1.03375
O -3.38239 1.83646 1.47461
N -1.29306 2.74527 1.79335
C -0.08756 3.45957 1.29217
H -1.25607 2.05663 -0.82206
H -2.47067 3.42085 -0.85480
H -2.92086 1.71341 -0.90641
H -1.44339 2.59388 2.78056
H -0.20655 4.49028 0.95815
H 0.41134 2.91547 0.49019
H 0.61808 3.43242 2.12249
C -2.71190 3.49866 -4.10316
C -3.30828 3.60492 -2.74717
O -3.85033 2.37072 -2.40073
S -2.79316 1.19794 -2.89939
O -3.48854 -0.05343 -3.24976
O -1.65603 1.12628 -1.94456
O -2.42737 2.13338 -4.26241
H -1.80877 4.10868 -4.12136
H -3.36537 3.87945 -4.88807
H -4.12688 4.31834 -2.65221
H -2.62566 3.86428 -1.93794
C -3.12879 -0.90447 -1.01373
C -2.26930 -1.66890 -2.10019
O -1.39744 -2.49681 -1.34014
S -2.14685 -3.06731 0.03017
O -1.17335 -3.05863 1.18313
O -2.89864 -4.31379 -0.28549
O -3.14363 -1.78296 0.14478
H -4.13484 -0.79723 -1.41927
H -2.75920 0.11325 -0.88823
H -1.87673 -0.99853 -2.86479
H -2.88253 -2.37753 -2.65686
C -0.35167 3.42939 -1.71729
C 1.14865 3.58123 -1.46082
O 1.35755 4.87181 -2.05193
S 0.51024 5.03835 -3.46452
O 1.13593 4.20040 -4.49958
O 0.28160 6.46458 -3.71762
O -0.78161 4.28176 -2.75663
H -0.96348 3.52468 -0.82023
H -0.55550 2.39954 -2.01046
H 1.69733 2.86613 -2.07375
H 1.36205 3.52030 -0.39365
C 0.48840 -1.46714 0.39180
C -0.44951 -0.68045 1.22608
O -0.72541 0.54495 0.57442
S 0.02804 0.68966 -0.92177
O 0.76289 1.96237 -1.03771
O -0.92799 0.21770 -1.92653
O 1.07907 -0.50062 -0.40359
H -0.05866 -2.11030 -0.29754
H 1.35771 -1.92970 0.85914
H 0.09299 -0.39350 2.12690
H -1.37466 -1.15201 1.55748
C 2.43914 0.39239 3.88092
C 2.31697 -1.02280 4.40381
C 0.89422 -1.41041 4.01205
O 0.79577 -0.86205 2.73111
C 1.69610 0.26051 2.48696
H 3.45453 0.76639 3.74972
H 1.83524 1.08004 4.47299
H 2.43519 -1.04283 5.48719
H 2.97774 -1.73896 3.91533
H 0.12371 -0.97001 4.64487
H 0.74775 -2.49048 4.00173
H 1.15491 1.18652 2.29275
H 2.42741 0.03779 1.70999
C 2.71567 -0.23494 -2.91730
C 4.18133 -0.23746 -3.37985
C 4.64902 1.16454 -3.03090
O 3.50014 1.90049 -2.59217
C 2.58437 0.99225 -2.03695
H 2.50553 -1.15130 -2.36572
H 2.08096 -0.24991 -3.80332
H 4.28556 -0.44819 -4.44418
H 4.66704 -0.97676 -2.74295
H 5.23976 1.74810 -3.73702
H 5.27162 1.16386 -2.13622
H 1.68992 1.59605 -1.88374
H 2.87225 0.79821 -1.00371
C 3.72129 -0.45691 0.30675
C 3.27780 -1.31166 -0.86070
C 3.30808 -2.69095 -0.18870
O 4.59573 -2.61692 0.50379
C 4.52899 -1.36644 1.22761
H 2.85407 -0.14166 0.88697
H 4.34079 0.34924 -0.08622
H 3.94811 -1.15676 -1.70615
H 2.26426 -1.04550 -1.16070
H 3.32368 -3.40927 -1.00838
H 2.41913 -2.80934 0.43086
H 5.48689 -0.86733 1.37399
H 4.11860 -1.60233 2.20946



111
Properties=species:S:1:pos:R:3 method="wB97M-V/def2-TZVPD" total_charge=0 fmax_ha_per_bohr=0.083 homo_lumo_gap_ev=9.0 e_homo_ev=-9.036 lumo_energy_ev=-0.07
C -4.86259 -0.30406 1.93112
C -5.40470 0.98881 1.27391
C -6.72471 0.75402 0.52575
O -7.57893 1.74293 1.05212
C -7.03619 2.32564 2.13820
O -7.54726 3.13534 2.93202
O -5.80089 1.81309 2.34502
H -4.25130 -0.93430 1.28519
H -5.70229 -0.91046 2.27067
H -4.33207 -0.16484 2.87306
H -4.71362 1.54608 0.64149
H -7.14886 -0.19099 0.86508
H -6.65065 0.74697 -0.56171
C 5.51004 3.65388 -0.24287
C 4.81109 2.28644 0.07116
C 4.82787 1.23276 -1.06027
O 5.29579 0.01849 -0.46479
C 5.70660 0.34346 0.89606
O 6.17194 -0.46510 1.67733
O 5.62200 1.65815 1.04763
H 4.83580 4.32318 -0.77722
H 6.39933 3.56116 -0.86631
H 5.77199 4.14477 0.69443
H 3.86147 2.39908 0.59426
H 5.51754 1.45366 -1.87493
H 3.80988 1.15803 -1.44264
C 0.28460 -3.43387 -3.44281
C 0.47311 -1.92419 -3.67917
C -0.19164 -1.37805 -4.95849
O -1.05337 -0.37259 -4.47661
C -1.09402 -0.35531 -3.14660
O -1.83497 0.39446 -2.51192
O -0.16212 -1.17852 -2.69224
H 0.90244 -4.01869 -4.12426
H -0.74161 -3.75774 -3.61634
H 0.59194 -3.73280 -2.44067
H 1.50191 -1.56409 -3.67804
H -0.72836 -2.16890 -5.48249
H 0.56250 -0.97397 -5.63384
C -4.81738 -3.38507 -3.79139
N -4.06605 -3.14741 -2.53543
C -4.21059 -1.80220 -1.93022
C -3.34971 -4.15208 -2.01977
O -2.74149 -4.07073 -0.95152
H -4.78131 -4.42550 -4.11436
H -4.75393 -2.66446 -4.60674
H -5.86994 -3.20774 -3.57050
H -4.11291 -1.01080 -2.67335
H -5.23411 -1.85039 -1.55847
H -3.56450 -1.56117 -1.08610
H -3.26923 -5.01184 -2.70281
C 6.54347 -2.63365 -4.84658
N 5.37142 -2.33884 -3.92810
C 5.22934 -1.03898 -3.34810
C 4.37463 -3.24879 -3.63101
O 3.39957 -3.01388 -2.91012
H 6.41084 -2.20990 -5.84204
H 6.60417 -3.70576 -5.03363
H 7.52381 -2.29123 -4.51526
H 5.50859 -0.23364 -4.02746
H 4.27845 -0.89433 -2.83528
H 6.01993 -0.88260 -2.61420
H 4.51678 -4.21856 -4.13255
C -0.05585 2.79631 -0.99458
N -0.78004 3.51060 0.06695
C -0.38016 4.85385 0.39574
C -1.99598 2.99567 0.46512
O -2.85233 3.53104 1.20103
H 0.99431 3.08827 -0.99075
H -0.45827 3.09103 -1.96376
H -0.20724 1.72658 -0.85020
H -0.68144 5.56766 -0.37093
H -0.93905 5.26687 1.23548
H 0.70675 4.91414 0.45137
H -2.12155 2.01559 -0.02056
C -2.21055 -1.46463 5.09515
N -0.74588 -1.56806 4.94169
C 0.02308 -0.66736 5.74974
C -0.18058 -2.37334 4.02811
O 0.98066 -2.33200 3.64898
H -2.74205 -2.31418 4.66636
H -2.53351 -0.57629 4.55236
H -2.44989 -1.38453 6.15554
H -0.31168 0.36071 5.61155
H -0.07944 -0.93369 6.80172
H 1.10927 -0.66706 5.65863
H -0.96813 -3.07736 3.71775
C 1.80007 -1.45277 -0.23784
N 0.75919 -0.60667 0.47386
C 1.25137 0.30432 1.57034
C -0.54637 -0.88836 0.36504
O -1.37169 -0.43621 1.16334
H 2.57398 -1.86962 0.40667
H 2.28711 -0.86150 -1.01327
H 1.33054 -2.22492 -0.84731
H 0.47258 1.00671 1.86737
H 1.37990 -0.30744 2.46328
H 2.10911 0.92574 1.31299
H -0.79707 -1.52101 -0.50047
C -2.02340 2.53451 3.93633
O -1.56426 3.85912 3.70860
H -3.10711 2.62600 3.86345
H -1.69650 1.81295 3.18759
H -1.64712 2.16375 4.88976
H -1.87560 3.98694 2.80953
C 2.70908 2.42810 3.50038
O 2.94546 3.31377 4.55297
H 1.93828 2.80535 2.82831
H 3.58980 2.31109 2.86892
H 2.34044 1.45405 3.82199
H 2.11420 3.42388 5.02040